102
Properties=species:S:1:pos:R:3:lowdin_charge:R:1 method="wB97M-V/def2-TZVPD" total_charge=+1 homo_lumo_gap_ha="0.23522 / 0.20323" e_above_lowest_ev=0.291 e_tot_ev=-115957.516 lumo_ha="-0.1233 / -0.1953" s2=8.791 spin_multiplicity=6
Ir 0.312 -0.202 0.040 0.73
C 1.695 3.574 4.467 -0.18
Si 2.412 1.940 5.014 0.50
C 2.213 1.761 6.856 -0.18
C 4.193 1.758 4.510 -0.17
C 1.409 0.519 4.234 -0.22
C 0.789 -0.444 5.023 -0.05
C 0.080 -1.508 4.465 -0.04
C -0.024 -1.570 3.098 -0.15
N 0.535 -0.644 2.305 -0.11
C 1.258 0.348 2.845 -0.72
S 1.976 1.358 1.624 0.64
H 2.071 4.381 5.103 0.04
H 0.604 3.568 4.545 0.04
H 1.965 3.805 3.434 0.01
H 2.766 2.553 7.371 0.04
H 2.599 0.804 7.221 0.04
H 1.163 1.847 7.153 0.04
H 4.825 2.443 5.085 0.04
H 4.332 1.982 3.450 0.01
H 4.550 0.741 4.692 0.04
H 0.867 -0.377 6.103 0.10
H -0.376 -2.271 5.081 0.11
H -0.535 -2.384 2.602 0.09
C -3.126 -1.368 -1.273 -0.23
P -2.201 -0.071 -0.389 0.90
C -2.422 1.335 -1.560 -0.40
N -3.543 1.357 -2.242 0.14
C -3.800 2.427 -3.028 -0.19
C -4.991 2.473 -3.793 0.00
C -5.258 3.577 -4.544 -0.05
C -4.360 4.677 -4.568 -0.05
C -3.203 4.653 -3.848 0.00
C -2.896 3.514 -3.066 -0.19
N -1.733 3.461 -2.379 0.14
C -1.471 2.392 -1.665 -0.39
P 0.179 2.298 -0.837 0.92
C -0.005 3.616 0.418 -0.26
C 1.384 3.065 -2.063 -0.68
C 2.787 2.838 -1.485 -0.10
C 1.237 2.371 -3.419 -0.08
C 1.181 4.576 -2.234 -0.09
C -3.264 0.400 1.070 -0.70
C -3.405 -0.856 1.936 -0.09
C -4.648 0.893 0.658 -0.08
C -2.528 1.498 1.845 -0.09
H -4.054 -0.942 -1.645 0.04
H -3.332 -2.219 -0.632 0.03
H -2.530 -1.706 -2.121 0.02
H -5.663 1.625 -3.754 0.12
H -6.165 3.622 -5.133 0.11
H -4.601 5.542 -5.172 0.11
H -2.504 5.480 -3.862 0.12
H -0.583 4.434 -0.014 0.06
H 0.982 3.971 0.708 0.03
H -0.493 3.235 1.312 0.01
H 3.005 1.785 -1.327 0.02
H 2.922 3.358 -0.532 0.07
H 3.529 3.234 -2.184 0.10
H 1.185 1.286 -3.329 0.02
H 2.102 2.613 -4.040 0.10
H 0.342 2.711 -3.941 0.08
H 1.411 5.129 -1.323 0.08
H 0.173 4.822 -2.559 0.06
H 1.883 4.913 -3.003 0.10
H -4.024 -1.613 1.450 0.08
H -3.887 -0.593 2.881 0.10
H -2.435 -1.291 2.173 0.04
H -5.187 0.162 0.053 0.08
H -4.603 1.830 0.103 0.08
H -5.233 1.070 1.565 0.10
H -1.504 1.205 2.100 0.05
H -3.056 1.704 2.779 0.10
H -2.495 2.428 1.271 0.07
S 2.831 -0.733 -0.449 0.72
C 2.901 -1.173 -2.071 -0.72
C 4.224 -1.432 -2.587 -0.27
N 5.288 -1.623 -2.980 0.20
C 1.801 -1.305 -2.928 -0.73
S 0.197 -1.052 -2.496 0.73
C 2.029 -1.742 -4.282 -0.27
N 2.185 -2.098 -5.365 0.21
N 4.124 -10.114 -2.653 0.18
C 3.533 -9.204 -2.276 -0.17
C 2.792 -8.060 -1.801 -0.21
C 3.109 -6.784 -2.259 0.00
C 2.393 -5.690 -1.808 0.01
C 1.373 -5.871 -0.886 -0.17
C 1.052 -7.137 -0.423 0.00
C 1.758 -8.233 -0.886 0.00
N 0.641 -4.738 -0.411 0.00
C -0.694 -4.697 -0.069 -0.01
C -0.944 -3.412 0.289 -0.15
N 0.210 -2.661 0.179 -0.06
C 1.140 -3.494 -0.236 -0.17
H 3.903 -6.654 -2.981 0.13
H 2.616 -4.705 -2.200 0.12
H 0.271 -7.271 0.314 0.12
H 1.518 -9.225 -0.529 0.13
H -1.339 -5.556 -0.135 0.13
H -1.868 -2.985 0.637 0.08
H 2.180 -3.254 -0.385 0.10